No. 1
Entry from OMol25: a 4-piece molecular cluster, C34H48FI2N4O11S overall (the ωB97M-V functional and the def2-TZVPD basis).

## Properties
* total energy: -94264.1230 eV
* charge: +1
* HOMO energy: -11.012 eV
* LUMO level: -3.409 eV
* energy above the lowest of the compared OMol25 structures with the same formula, charge and spin: 0.000 eV

The geometry in XYZ format:
```
101
Properties=species:S:1:pos:R:3:lowdin_charge:R:1
C -2.450 -3.382 -1.347 -0.0615
O -1.642 -2.206 -1.157 -0.2133
C -1.756 -1.774 0.195 -0.1833
C -0.436 -1.197 0.771 -0.2766
C 0.087 -2.060 1.968 -0.6037
I 0.279 -4.171 1.388 0.9489
C -0.647 -2.056 3.335 -0.7489
C -2.126 -2.471 3.359 -0.1894
I 0.362 -3.587 4.550 0.8022
N 0.624 -1.506 -0.248 0.1203
C 1.540 -0.631 -0.353 0.0439
C 1.332 0.629 0.551 -0.1742
C 1.839 1.761 -0.416 -0.0961
C 2.697 2.903 0.182 -0.1801
C 1.933 3.953 0.995 -0.1874
C 2.851 5.173 1.291 -0.2681
N 4.245 4.781 1.526 -0.0111
C 2.295 0.445 1.723 -0.1698
C 3.379 -0.409 1.641 -0.0376
C 4.279 -0.554 2.669 -0.0582
C 4.154 0.144 3.843 -0.0527
C 3.070 0.995 3.946 -0.0527
C 2.190 1.145 2.910 -0.0394
C -0.205 0.363 0.771 -0.1883
C -1.108 1.200 -0.196 -0.1600
C -1.176 0.806 -1.715 -0.3850
S -1.048 2.339 -2.732 1.0404
C 0.456 2.313 -3.613 -0.6995
N 0.851 3.153 -4.524 0.0403
N 2.087 2.790 -4.919 0.0472
C 2.446 1.735 -4.276 -0.1568
O 1.430 1.406 -3.446 -0.0326
C -0.801 0.807 2.145 -0.3108
C -0.974 2.308 2.393 -0.0076
F -2.061 0.230 2.319 0.0092
H -3.396 -3.333 -0.799 0.1042
H -2.698 -3.466 -2.408 0.0908
H -1.842 -4.253 -1.077 0.0684
H -2.541 -1.004 0.227 0.1385
H -2.146 -2.630 0.748 0.0779
H 1.129 -1.785 2.156 0.0590
H -0.520 -1.177 3.968 0.0540
H -2.547 -2.340 4.358 0.0858
H -2.187 -3.551 3.162 0.0419
H -2.752 -1.988 2.609 0.0648
H 0.743 -2.346 -0.808 0.1391
H 2.351 -0.821 -1.051 0.1663
H 2.518 1.279 -1.129 0.1048
H 1.079 2.243 -1.037 0.0791
H 3.609 2.547 0.667 0.1063
H 3.069 3.447 -0.701 0.1280
H 1.117 4.330 0.364 0.1172
H 1.533 3.598 1.946 0.0765
H 2.467 5.675 2.196 0.1057
H 2.781 5.906 0.483 0.1137
H 4.321 4.261 2.394 0.0685
H 4.818 5.611 1.621 0.0715
H 3.613 -0.997 0.755 0.1202
H 5.138 -1.211 2.563 0.1208
H 4.855 0.062 4.666 0.1181
H 2.928 1.552 4.870 0.1088
H 1.374 1.844 3.068 0.0972
H -2.136 1.240 0.168 0.1257
H -0.760 2.234 -0.215 0.0742
H -2.188 0.447 -1.917 0.0789
H -0.507 0.022 -2.061 0.0718
H 3.375 1.196 -4.338 0.1354
H -0.187 0.425 2.962 0.1064
H -0.417 2.974 1.733 0.0632
H -2.033 2.559 2.268 0.1117
H -0.707 2.526 3.425 0.0630
C 0.150 -0.095 -7.197 -0.1145
C -0.785 -0.084 -6.012 -0.1322
O -1.955 -0.713 -6.531 0.0646
C -1.573 -1.483 -7.582 -0.5691
O -2.280 -2.264 -8.131 0.1658
O -0.286 -1.246 -7.922 0.0709
H 1.195 -0.187 -6.911 0.1289
H 0.034 0.786 -7.830 0.1409
H -0.406 -0.678 -5.174 0.1288
H -1.006 0.922 -5.662 0.1178
C 0.982 2.384 7.506 -0.1123
C 0.861 0.880 7.582 -0.1121
O -0.387 0.638 6.927 0.0669
C -0.633 1.682 6.103 -0.5593
O -1.506 1.708 5.294 0.1555
O 0.246 2.692 6.315 0.0564
H 2.012 2.722 7.424 0.1319
H 0.511 2.887 8.351 0.1381
H 1.653 0.366 7.033 0.1256
H 0.841 0.509 8.604 0.1380
C -4.163 -5.666 -5.812 -0.1131
C -5.357 -4.805 -6.133 -0.1087
O -6.080 -4.805 -4.895 0.0690
C -5.202 -5.072 -3.904 -0.5790
O -5.447 -4.991 -2.744 0.1529
O -4.000 -5.454 -4.403 0.0480
H -3.274 -5.367 -6.354 0.1301
H -4.349 -6.727 -5.989 0.1354
H -5.078 -3.780 -6.382 0.1337
H -5.966 -5.210 -6.937 0.1361
```

No. 2
Entry from OMol25: a 7-piece molecular cluster, C34H49BCl12N3OS2 overall (the ωB97M-V functional and the def2-TZVPD basis).

## Properties
* total energy: -215187.2167 eV
* charge: -1
* HOMO energy: -4.511 eV
* LUMO level: 1.617 eV
* energy above the lowest of the compared OMol25 structures with the same formula, charge and spin: 0.446 eV

The geometry in XYZ format:
```
102
Properties=species:S:1:pos:R:3:lowdin_charge:R:1
C -5.999 -1.192 -0.802 -0.1613
C -4.933 -2.188 -0.327 -0.2802
C -3.516 -1.852 -0.814 -0.1924
C -2.538 -2.954 -0.347 -0.2596
N -1.212 -2.444 -0.005 0.0383
B -0.955 -2.295 1.525 -0.6701
C 0.316 -1.246 1.733 -0.1220
C 1.399 -1.310 0.634 -0.3080
C 1.386 -0.068 -0.257 -0.4391
S 2.949 0.104 -1.208 0.8732
C 4.034 0.973 -0.071 -1.0347
S 4.732 0.198 1.175 0.7270
N 4.271 2.320 -0.393 -0.0675
C 4.913 3.070 0.674 -0.2820
C 4.351 3.308 1.925 -0.0642
C 5.021 4.064 2.873 -0.0731
C 6.276 4.608 2.599 -0.0816
C 6.848 4.353 1.360 -0.1361
C 6.168 3.596 0.418 -0.0801
C 3.124 2.997 -1.005 -0.2729
C 3.063 3.124 -2.390 -0.1240
C 1.976 3.706 -3.020 -0.0948
C 0.917 4.193 -2.263 -0.0809
C 0.968 4.066 -0.885 -0.0708
C 2.059 3.477 -0.255 -0.0240
C -2.233 -1.566 2.286 -0.1639
O -1.879 -1.375 3.665 -0.1722
C -2.851 -0.587 4.328 -0.2999
C -2.937 -1.078 5.771 -0.0758
C -0.693 -3.734 2.299 -0.0763
C -1.735 -4.499 2.823 -0.0430
C -1.390 -5.677 3.483 -0.0982
C -0.065 -6.035 3.589 -0.2152
N 0.974 -5.371 3.079 0.0506
C 0.595 -4.245 2.455 -0.1179
H -6.115 -0.375 -0.088 0.0363
H -5.783 -0.783 -1.789 0.0457
H -6.961 -1.696 -0.877 0.0165
H -5.193 -3.186 -0.685 0.0603
H -4.968 -2.229 0.764 0.0859
H -3.592 -1.834 -1.903 0.0986
H -3.242 -0.872 -0.424 0.1060
H -3.039 -3.503 0.463 0.0889
H -2.460 -3.662 -1.181 0.1068
H -0.570 -3.150 -0.348 0.0790
H 0.741 -1.294 2.738 0.0939
H -0.148 -0.251 1.664 0.0844
H 1.401 -2.228 0.045 0.0932
H 2.373 -1.288 1.131 0.0463
H 0.525 -0.069 -0.922 0.0826
H 1.356 0.782 0.424 0.0633
H 3.385 2.895 2.176 0.1039
H 4.565 4.241 3.839 0.1021
H 6.768 5.196 3.361 0.0974
H 7.845 4.758 1.165 -0.0154
H 6.631 3.407 -0.537 0.0404
H 3.862 2.724 -2.995 0.0820
H 1.964 3.769 -4.101 0.0050
H 0.050 4.642 -2.729 0.0992
H 0.145 4.402 -0.268 0.1042
H 2.022 3.395 0.817 0.0991
H -3.173 -2.138 2.224 0.0797
H -2.384 -0.582 1.813 0.1054
H -3.819 -0.668 3.830 0.0604
H -2.482 0.446 4.304 0.1175
H -2.064 -0.743 6.327 0.0673
H -3.850 -0.704 6.240 0.0605
H -2.975 -2.166 5.763 0.0723
H -2.777 -4.222 2.744 0.0969
H -2.153 -6.314 3.916 0.0852
H 0.174 -6.945 4.138 0.0840
H 1.406 -3.667 2.021 0.1007
C 0.659 5.171 -6.773 -1.0137
Cl 1.346 3.595 -6.369 0.5619
Cl -1.105 5.117 -6.869 0.5039
H 0.942 5.879 -6.002 0.0258
H 1.049 5.484 -7.734 0.0211
C 6.867 5.578 -3.585 -0.9792
Cl 5.719 4.625 -2.647 0.6566
Cl 8.089 4.561 -4.371 0.5255
H 6.327 6.121 -4.351 0.0246
H 7.371 6.271 -2.919 0.0239
C 10.406 5.100 -1.581 -0.9965
Cl 10.897 6.765 -1.234 0.5011
Cl 9.197 4.521 -0.423 0.6380
H 9.979 5.064 -2.576 -0.0410
H 11.280 4.462 -1.524 0.0272
C -7.024 -3.953 -4.018 -1.0006
Cl -5.687 -4.627 -3.086 0.5507
Cl -7.554 -2.386 -3.390 0.5685
H -6.698 -3.822 -5.043 0.0240
H -7.858 -4.645 -3.974 0.0062
C -7.085 -0.444 3.130 -1.0226
Cl -8.519 -0.380 2.095 0.4981
Cl -5.956 0.866 2.781 0.5301
H -7.401 -0.364 4.163 0.0213
H -6.578 -1.389 2.963 0.0226
C -5.790 -8.309 -2.963 -1.0348
Cl -7.431 -7.699 -3.209 0.4908
Cl -5.682 -9.343 -1.536 0.5081
H -5.503 -8.887 -3.834 0.0237
H -5.125 -7.463 -2.834 -0.0084
```

No. 3
Entry from OMol25: a 2-piece molecular cluster, C34H49F9N2O4PS2 overall (the ωB97M-V functional and the def2-TZVPD basis).

## Properties
* total energy: -102616.1127 eV
* charge: +1
* HOMO energy: -8.849 eV
* LUMO level: -7.475 eV

The geometry in XYZ format:
```
101
Properties=species:S:1:pos:R:3:lowdin_charge:R:1
C 4.363 -0.249 1.525 -0.1190
C 3.022 0.535 1.069 -0.3494
C 1.879 0.091 2.149 -0.1071
C 3.192 2.129 1.214 -0.2973
C 4.449 2.590 2.119 -0.0845
C 3.125 2.920 -0.211 -0.1635
O 2.487 4.195 0.078 -0.1373
C 1.536 4.569 -0.905 -0.1933
C 1.855 5.891 -1.697 0.0112
C 0.881 6.392 -2.791 -0.0604
C -0.415 5.587 -3.037 -0.0231
C -0.795 4.257 -2.277 -0.1652
C 0.224 3.761 -1.227 -0.3184
S -0.128 2.188 -0.346 0.9299
C -1.946 1.972 -0.549 -0.3846
C -2.651 1.008 0.440 -0.0016
C -4.204 0.812 0.261 -0.0969
C -4.857 -0.253 1.299 -0.1264
C -3.913 -1.572 1.465 -0.2374
O -3.449 -2.012 0.144 -0.1136
C -5.018 1.580 -0.822 -0.1167
C -6.592 1.353 -0.925 -0.1665
C -7.413 1.610 0.429 -0.0922
C -7.148 3.049 1.100 -0.2828
F -7.084 3.961 -0.029 0.0328
F -5.838 3.158 1.692 0.0521
C -8.325 3.604 2.018 -0.3116
F -7.930 4.892 2.498 0.0667
F -9.496 3.856 1.225 0.0578
S -8.858 2.570 3.468 0.9984
F -7.463 1.669 3.527 -0.1688
F -8.149 3.698 4.519 -0.1832
F -10.274 3.496 3.567 -0.1781
F -9.691 1.461 2.545 -0.1619
F -9.379 1.755 4.827 -0.1605
C -4.227 2.542 -1.790 -0.1951
P -5.264 3.426 -3.144 0.9092
C -4.345 3.221 -4.810 -0.3024
O -5.199 5.099 -2.716 -0.3541
C -2.661 2.748 -1.681 -0.1629
N -2.062 3.637 -2.678 0.0227
H 5.223 0.190 0.896 0.0794
H 4.600 -0.105 2.643 0.0878
H 4.234 -1.381 1.378 0.0587
H 2.630 0.206 0.049 0.1236
H 2.102 0.579 3.171 0.0906
H 0.871 0.530 1.789 0.0419
H 1.843 -1.038 2.304 0.0713
H 2.254 2.499 1.786 0.1310
H 4.434 3.741 2.189 0.0948
H 5.460 2.258 1.711 0.0761
H 4.231 2.208 3.185 0.0880
H 2.561 2.322 -1.004 0.1051
H 4.189 3.112 -0.604 0.1401
H 2.831 6.448 -1.465 0.1065
H 1.065 7.328 -3.429 0.0999
H -1.130 5.983 -3.840 0.0917
H -2.047 0.452 1.228 0.0977
H -5.071 0.198 2.324 0.1221
H -5.806 -0.647 0.768 0.1055
H -3.060 -1.411 2.206 0.1136
H -4.638 -2.404 1.816 0.1246
H -2.634 -2.546 0.256 0.0902
H -7.112 1.933 -1.755 0.0786
H -6.742 0.232 -1.182 0.1343
H -7.342 0.746 1.193 0.1100
H -8.532 1.626 0.124 0.1408
H -3.469 2.474 -4.675 0.0504
H -5.049 2.821 -5.616 0.0415
H -3.859 4.200 -5.180 0.0460
H -4.582 5.519 -3.367 0.0345
H -2.687 4.438 -2.906 0.0947
C 4.643 -4.855 -2.055 -0.0204
C 5.845 -4.540 -1.128 -0.4467
C 7.001 -5.522 -1.428 -0.1063
C 6.736 -6.933 -0.914 -0.1614
C 6.382 -6.915 0.568 -0.1061
C 5.240 -5.934 0.927 -0.4484
N 5.418 -4.584 0.306 0.1170
O 6.327 -3.933 1.014 0.1608
C 3.876 -6.527 0.498 -0.0209
C 5.134 -5.872 2.476 -0.0206
C 6.280 -3.117 -1.574 -0.0190
H 4.834 -4.512 -3.075 0.1009
H 4.431 -5.919 -2.149 0.0687
H 3.736 -4.349 -1.713 0.1028
H 7.929 -5.156 -0.973 0.1375
H 7.188 -5.563 -2.506 0.1442
H 5.939 -7.411 -1.491 0.1138
H 7.629 -7.547 -1.066 0.1340
H 6.113 -7.929 0.882 0.1439
H 7.285 -6.652 1.132 0.1367
H 3.074 -5.791 0.609 0.1027
H 3.610 -7.386 1.120 0.1012
H 3.862 -6.899 -0.524 0.0685
H 6.078 -5.589 2.950 0.0893
H 4.869 -6.850 2.886 0.1018
H 4.364 -5.163 2.793 0.1015
H 5.487 -2.387 -1.386 0.0973
H 6.499 -3.097 -2.645 0.1016
H 7.188 -2.775 -1.073 0.0896
```

No. 4
Entry from OMol25: C34H50LaP2 as an isolated structure (the ωB97M-V functional and the def2-TZVPD basis).

## Properties
* total energy: -55485.7941 eV
* charge: +1
* HOMO energy: -9.543 eV
* LUMO level: -3.905 eV

The geometry in XYZ format:
```
87
Properties=species:S:1:pos:R:3:lowdin_charge:R:1
La 0.000 0.000 0.000 1.3857
C -0.770 -1.934 0.807 -0.3747
C 0.610 -2.066 0.374 -0.3946
C 0.529 -0.473 2.084 -0.3644
C -0.824 -0.948 1.832 -0.3637
C 1.404 -1.187 1.202 -0.4031
C -1.917 -2.780 0.344 -0.0112
H -1.699 -3.262 -0.613 0.0682
H -2.832 -2.192 0.230 0.0802
H -2.122 -3.577 1.071 0.1097
C -2.040 -0.490 2.575 -0.0062
H -2.952 -0.705 2.012 0.0900
H -1.998 0.589 2.749 0.0307
H -2.112 -0.998 3.547 0.1113
C 0.908 0.522 3.137 0.0050
H 0.962 0.052 4.129 0.1156
H 0.172 1.331 3.180 0.0359
H 1.883 0.967 2.924 0.0876
C 2.902 -1.144 1.233 -0.0233
H 3.280 -1.787 2.039 0.1054
H 3.276 -0.133 1.415 0.0723
H 3.332 -1.508 0.296 0.0744
C 1.143 -3.107 -0.564 -0.0033
H 1.516 -3.984 -0.015 0.1125
H 1.969 -2.713 -1.164 0.0801
H 0.368 -3.454 -1.253 0.0729
C -2.180 1.006 -7.194 -0.1085
C -2.067 -0.325 -7.267 -0.1212
C -1.069 -1.178 -8.006 -0.1862
C 0.237 -0.497 -8.473 -0.1914
C 1.040 0.085 -7.334 -0.0999
C 0.910 1.277 -6.739 -0.1291
C -0.054 2.400 -7.015 -0.1873
C -1.318 2.065 -7.838 -0.1901
H -1.564 -1.632 -8.879 0.1187
H 0.016 0.255 -9.232 0.0993
H -0.806 -2.021 -7.352 0.1079
H -1.039 1.790 -8.857 0.0999
H -2.983 1.391 -6.565 0.0964
H -2.804 -0.904 -6.708 0.0949
H -1.907 2.986 -7.925 0.1112
H -0.371 2.809 -6.046 0.0947
H 1.601 1.487 -5.922 0.0857
H 0.486 3.221 -7.513 0.1189
H 0.845 -1.261 -8.971 0.1110
H 1.809 -0.576 -6.933 0.0990
P -1.088 0.072 -1.992 0.6731
P 1.486 1.320 -1.081 0.6533
C -0.282 1.271 -3.185 -0.3376
C 0.602 2.256 -2.414 -0.3430
H -1.042 1.784 -3.784 0.0953
H 0.328 0.672 -3.872 0.0773
H 1.306 2.780 -3.070 0.1029
H -0.014 2.993 -1.889 0.0720
C 2.327 2.648 -0.133 -0.2065
H 3.024 2.241 0.608 0.0493
H 1.578 3.260 0.378 0.0496
H 2.863 3.274 -0.852 0.0576
C 2.897 0.570 -2.005 -0.2168
H 3.312 1.274 -2.736 0.0569
H 2.556 -0.331 -2.521 0.0409
H 3.686 0.284 -1.305 0.0457
C -2.845 0.621 -1.977 -0.2017
H -3.458 0.001 -1.313 0.0561
H -3.221 0.579 -3.002 0.0566
H -2.885 1.662 -1.641 0.0399
C -1.208 -1.426 -3.061 -0.2244
H -0.230 -1.913 -3.116 0.0417
H -1.535 -1.157 -4.071 0.0449
H -1.926 -2.131 -2.637 0.0459
C -2.454 4.467 5.190 -0.0913
C -1.979 3.180 5.265 -0.0934
C -1.603 2.490 4.114 -0.0694
C -1.668 3.054 2.771 -0.1355
C -1.283 2.424 1.442 -0.0544
C -1.617 3.211 0.347 -0.2321
C -2.153 4.483 0.384 -0.1001
C -2.426 5.083 1.583 -0.0572
C -2.217 4.396 2.771 -0.1922
C -2.579 5.070 3.955 -0.0306
H -2.744 4.990 6.094 0.1064
H -1.906 2.697 6.235 0.1068
H -1.304 1.501 4.407 0.0723
H -1.443 2.782 -0.589 -0.0053
H -2.355 5.014 -0.538 0.1021
H -2.841 6.085 1.584 0.1152
H -2.978 6.078 3.925 0.1124
```